[1]
A molecular structure, C22H41BN7PRu at a distorted geometry. Source: OMol25; level of theory: ωB97M-V/def2-TZVPD.

Cartesian coordinates (Å):
H1 0.82849 -1.44270 3.51715
N1 0.57985 -1.87885 1.46985
B1 1.51906 -2.43809 -0.98360
N2 1.46476 -2.51106 0.55790
C1 2.25382 -3.35234 1.25246
Ru1 -1.38591 -1.40983 1.36498
H2 2.85632 -4.06344 0.71138
C2 2.10032 -3.09823 2.61085
H3 2.61459 -3.57073 3.43208
C3 1.12395 -2.09047 2.71604
H4 2.04407 -3.42917 -1.46159
C4 -0.62098 3.20017 -2.84256
H5 -1.64107 3.13262 -3.22078
H6 -0.45367 2.49234 -2.03423
H7 0.07962 2.99969 -3.65043
N3 2.38784 -1.23263 -1.65941
N4 0.01020 -2.44102 -1.29387
N5 2.10208 0.06612 -1.29192
N6 -1.02898 -1.78778 -0.61188
C5 3.41966 -1.18950 -2.56751
C6 -0.54038 -3.19198 -2.26241
H8 3.85609 -2.09225 -2.98598
H9 0.07642 -3.91185 -2.77729
C7 3.75821 0.15767 -2.79777
C8 -1.88773 -2.86568 -2.37651
C9 2.87422 0.89740 -1.96164
C10 -2.14583 -1.91494 -1.38283
H10 4.49531 0.57430 -3.45279
H11 -2.59982 -3.26275 -3.07632
H12 2.77697 1.97610 -1.84007
H13 -2.97156 -1.24207 -1.19329
H14 -0.44786 4.17366 -2.47662
C11 -1.98150 3.88484 3.87278
C12 -1.44480 3.07862 2.66697
C13 -1.58659 3.95024 1.40367
C14 0.05842 2.78833 2.83287
P1 -2.33463 1.44755 2.46654
N7 -1.45071 0.39594 1.49571
C15 -2.45769 0.48534 4.04625
C16 -3.57722 1.02058 4.95006
C17 -2.71410 -1.00495 3.75949
C18 -1.11888 0.57802 4.79922
C19 -3.95466 1.65732 1.58548
C20 -4.81533 2.77708 2.20852
C21 -3.69084 1.97291 0.10151
C22 -4.74552 0.34051 1.62261
H15 -1.45854 4.85362 3.84413
H16 -1.76104 3.42554 4.84593
H17 -3.06075 4.08809 3.80055
H18 -0.90552 4.80780 1.52030
H19 -1.26600 3.41201 0.50096
H20 -2.59788 4.35976 1.27466
H21 0.30044 2.36557 3.81287
H22 0.40559 2.11506 2.03698
H23 0.59725 3.74392 2.75001
H24 -4.57886 0.84572 4.53438
H25 -3.50014 0.44139 5.88346
H26 -3.45617 2.08648 5.19140
H27 -1.90353 -1.42487 3.09765
H28 -2.57865 -1.55169 4.70137
H29 -3.71198 -1.18684 3.35564
H30 -0.25976 0.27544 4.18263
H31 -0.94239 1.57465 5.22284
H32 -1.16717 -0.12737 5.64247
H33 -5.78330 2.75157 1.68583
H34 -5.01242 2.61708 3.27655
H35 -4.40151 3.78466 2.07200
H36 -2.94897 1.28364 -0.32099
H37 -4.63363 1.85119 -0.45233
H38 -3.35034 2.99885 -0.05986
H39 -4.16124 -0.50396 1.22246
H40 -5.11292 0.09997 2.62599
H41 -5.62642 0.46055 0.97229

## Properties
Spin multiplicity   5
LUMO level (spin up / spin down)   -8.60 / -9.36 eV
Charge   +2
E_tot   -1706.5557 hartree
Gap between HOMO and LUMO (spin up / spin down)   0.153 / 0.125 hartree

=====

[2]
A gas-phase ion, C4H11N2 (charge +1) at a distorted geometry. Source: OMol25; level of theory: ωB97M-V/def2-TZVPD.

Cartesian coordinates (Å):
C1 -1.17892 -0.30741 0.97922
C2 -1.23194 0.86264 0.05990
C3 -0.03376 0.74049 -0.93796
C4 1.57504 -0.81293 -1.69044
N1 0.33865 -0.68321 -1.30609
N2 0.28239 -0.54130 1.46912
H1 -1.52649 -1.22862 0.56113
H2 -1.75316 -0.10926 1.93189
H3 -2.10019 0.98303 -0.55462
H4 -1.06488 1.74052 0.76875
H5 -0.30356 1.27493 -1.86821
H6 0.82907 1.28122 -0.41249
H7 2.22596 0.07034 -1.44725
H8 2.19900 -1.51128 -2.25847
H9 0.71025 0.36168 1.75970
H10 0.32074 -1.15512 2.32046
H11 0.71181 -0.96573 0.62537

## Properties
ΔE to the lowest compared entry with this formula, charge and spin   61.03 kcal per mole
LUMO level   -3.53 eV
Charge   +1
SMILES   C=NCCC[NH3+]
E_tot   -268.2076 hartree
Gap between HOMO and LUMO   0.387 hartree

=====

[3]
A molecular structure, C34H45F24MgO17 at a distorted geometry. Source: OMol25; level of theory: ωB97M-V/def2-TZVPD.

Cartesian coordinates (Å):
Mg1 -17.97510 30.60425 -27.84164
C1 -16.61401 27.40196 -25.43948
C2 -17.89981 28.14342 -25.59480
O1 -17.95376 29.03974 -26.70667
H1 -16.51833 26.88257 -24.48597
H2 -15.81932 28.13559 -25.57499
H3 -16.46561 26.64396 -26.20858
H4 -18.09357 28.64755 -24.64801
H5 -18.68644 27.38904 -25.61005
C3 -18.54273 29.29240 -21.61774
C4 -19.22164 28.02714 -21.06755
O2 -19.48466 27.15948 -22.13742
C5 -20.08804 26.06395 -21.81787
O3 -20.22384 25.56483 -20.70719
C6 -20.52536 25.28376 -23.10118
F1 -21.87874 25.01364 -23.08628
F2 -20.40025 25.94805 -24.23536
F3 -19.84659 24.14092 -23.09868
H6 -19.15986 29.96403 -22.21453
H7 -17.63910 28.99837 -22.15168
H8 -18.07810 29.95585 -20.88831
H9 -19.99465 28.44229 -20.42087
H10 -18.45408 27.61046 -20.41537
C7 -9.02778 25.22784 -27.93389
C8 -10.15642 24.69476 -28.75941
O4 -11.37050 24.89091 -27.96181
C9 -12.26374 26.01142 -28.09180
O5 -12.33951 26.85023 -28.99417
C10 -13.37864 25.84358 -27.04391
F4 -13.43443 26.99296 -26.30558
F5 -14.55043 25.66437 -27.57295
F6 -13.12595 24.74063 -26.24503
H11 -9.02741 24.69131 -26.98509
H12 -9.02234 26.30668 -27.77836
H13 -8.05466 25.02753 -28.38225
H14 -10.05010 23.63969 -29.01168
H15 -10.22395 25.24598 -29.69733
C11 -13.33087 26.49876 -23.02115
C12 -12.41419 25.49264 -22.27212
O6 -11.62759 24.76501 -23.22937
C13 -11.43988 23.39307 -23.18049
O7 -11.86231 22.68313 -22.27780
C14 -10.63001 22.76751 -24.36682
F7 -9.46219 23.49884 -24.54483
F8 -10.25159 21.47779 -24.15615
F9 -11.24685 22.80989 -25.49541
H16 -12.72173 27.11370 -23.68364
H17 -13.83375 27.23868 -22.39846
H18 -14.05028 26.02539 -23.68933
H19 -13.07307 24.86608 -21.67097
H20 -11.73949 25.97661 -21.56598
C15 -17.03288 26.98692 -29.71677
C16 -16.92069 28.16490 -30.70846
O8 -15.63797 28.81786 -30.57255
C17 -15.38364 29.79725 -29.64485
O9 -16.20520 30.19774 -28.82057
C18 -13.92361 30.31595 -29.66460
F10 -13.12946 29.68742 -30.52690
F11 -13.98593 31.58551 -30.02703
F12 -13.32064 30.19029 -28.45769
H21 -17.11824 27.16822 -28.64535
H22 -16.25915 26.25062 -29.93431
H23 -17.91628 26.41527 -30.00124
H24 -17.81194 28.79234 -30.69908
H25 -16.77190 27.73344 -31.69832
C19 -21.26142 26.58503 -27.39028
C20 -20.82056 27.82610 -28.19317
O10 -21.89292 28.31581 -28.99399
C21 -22.61305 29.41563 -28.64056
O11 -22.65311 29.89465 -27.51603
C22 -23.41612 29.90708 -29.87209
F13 -22.59266 30.59154 -30.63408
F14 -23.91521 28.94745 -30.56646
F15 -24.44379 30.71422 -29.43234
H26 -22.06178 26.75494 -26.67011
H27 -20.44268 26.21196 -26.77501
H28 -21.51109 25.72449 -28.01096
H29 -19.94084 27.55379 -28.77630
H30 -20.44111 28.58822 -27.51252
C23 -15.98360 34.77403 -27.72989
C24 -14.99429 33.70190 -27.08569
O12 -15.32207 33.26513 -25.75355
C25 -16.18919 32.33027 -25.44788
O13 -16.86887 31.71322 -26.28239
C26 -16.16747 32.11112 -23.92667
F16 -15.54373 33.09637 -23.27820
F17 -17.49286 32.08295 -23.55386
F18 -15.48220 30.98018 -23.63345
H31 -17.03764 34.51078 -27.81820
H32 -15.68032 35.08057 -28.73097
H33 -16.03646 35.61892 -27.04325
H34 -13.98917 34.10736 -26.96975
H35 -14.77718 32.84611 -27.72489
C27 -21.35428 29.59001 -24.64681
C28 -20.84153 30.95848 -24.21237
O14 -21.29595 31.95293 -25.07962
C29 -20.65880 32.20147 -26.28863
O15 -19.81444 31.44817 -26.82051
C30 -21.17452 33.43500 -27.03130
F19 -22.25006 33.05766 -27.80411
F20 -21.63577 34.36039 -26.18113
F21 -20.24121 34.00707 -27.75582
H36 -20.89698 29.22108 -25.56488
H37 -22.42641 29.66897 -24.82678
H38 -21.16630 28.87061 -23.84979
H39 -19.75935 30.96629 -24.08229
H40 -21.20310 31.27522 -23.23409
C31 -18.67563 24.12117 -27.40047
C32 -17.32218 23.32563 -27.38639
O16 -16.77081 23.41566 -26.04997
C33 -15.91478 22.54840 -25.53193
O17 -15.45528 21.58441 -26.14267
C34 -15.57661 22.80856 -24.06314
F22 -14.23033 22.75064 -23.87066
F23 -15.92349 24.02038 -23.71360
F24 -16.29162 21.98381 -23.26069
H41 -19.49439 23.68805 -26.82589
H42 -18.92790 24.25192 -28.45278
H43 -18.51820 25.16387 -27.12462
H44 -16.62292 23.75643 -28.10301
H45 -17.64596 22.35073 -27.75085

## Properties
LUMO level   -4.17 eV
Charge   +1
E_tot   -5198.3660 hartree
Gap between HOMO and LUMO   0.266 hartree

=====

[4]
A molecular structure, C5H4N2 at a distorted geometry. Source: OMol25; level of theory: ωB97M-V/def2-TZVPD.

Cartesian coordinates (Å):
C1 0.56089 1.07659 -0.66607
C2 -0.77422 0.69720 -1.06836
C3 -0.91397 -0.24134 0.00891
C4 0.11157 0.49353 0.71905
N1 1.31700 0.06828 0.10774
N2 -0.10913 -1.95642 -0.20248
C5 -1.27526 -1.58657 -0.02660
H1 1.06891 1.99361 -0.90601
H2 0.07841 1.05586 1.63541
H3 2.14053 0.46883 0.53507
H4 -2.20473 -2.06958 -0.13665

## Properties
ΔE to the lowest compared entry with this formula, charge and spin   191.31 kcal per mole
LUMO level (spin up / spin down)   -0.22 / -0.26 eV
E_tot   -302.1234 hartree
Gap between HOMO and LUMO (spin up / spin down)   0.285 / 0.287 hartree

=====

[5]
A molecular structure, C13H29N4O9V at a distorted geometry. Source: OMol25; level of theory: ωB97M-V/def2-TZVPD.

Cartesian coordinates (Å):
O1 -0.83526 -1.16511 -0.38666
V1 -0.78086 -0.49392 1.03827
O2 -1.58808 -1.36371 2.13348
O3 1.78257 2.49774 2.43999
C1 0.84512 1.74150 1.81113
O4 -0.15486 1.39681 2.36452
O5 0.96590 1.35421 0.63637
H1 1.12215 2.60152 3.12895
C2 2.18924 -1.84225 2.10353
O6 0.98340 -1.85243 1.74062
N1 2.62573 -1.92642 3.33533
C3 4.04782 -1.87710 3.64789
C4 1.74550 -1.66638 4.53103
H2 3.02388 -1.92661 1.39047
H3 4.12958 -2.63865 4.42343
H4 4.40068 -0.96499 4.12918
H5 4.75649 -2.06020 2.84021
H6 0.91350 -2.35113 4.36673
H7 2.21564 -1.92282 5.48040
H8 1.43408 -0.62195 4.54786
C5 3.51176 0.80262 -1.35634
O7 4.63040 1.18537 -0.99767
N2 3.19505 -0.49644 -1.59331
C6 4.22824 -1.54522 -1.68835
C7 1.92621 -0.82517 -2.26846
H9 2.63852 1.47317 -1.36055
H10 5.20756 -1.25496 -1.30787
H11 4.35364 -1.94893 -2.69304
H12 3.86165 -2.38281 -1.09494
H13 1.43687 -1.65708 -1.76193
H14 1.19351 -0.04193 -2.07407
H15 2.03384 -1.04461 -3.33071
C8 -0.77305 -1.24562 -4.54109
O8 0.12231 -1.35369 -5.34684
N3 -1.16581 -0.03618 -3.97207
C9 -2.25577 -0.04509 -3.08781
C10 -0.72070 1.31208 -4.46948
H16 -1.29067 -2.12076 -4.11871
H17 -2.84400 -0.93225 -3.32240
H18 -2.98317 0.69971 -3.41070
H19 -2.05662 0.11008 -2.02745
H20 -0.05472 1.27839 -5.33171
H21 -1.51092 2.01229 -4.74032
H22 -0.19937 1.86770 -3.68999
C11 -3.45152 1.69451 0.22897
O9 -2.47441 0.89756 0.37276
N4 -4.49295 1.77976 1.05428
C12 -5.57446 2.68563 0.84740
C13 -4.71077 0.98311 2.20330
H23 -3.49623 2.31578 -0.67890
H24 -6.04484 3.09361 1.74204
H25 -6.37373 2.13466 0.35171
H26 -5.36564 3.55474 0.22358
H27 -5.73929 0.62307 2.17809
H28 -4.12518 0.06377 2.20196
H29 -4.45794 1.44503 3.15767

## Properties
LUMO level   -0.48 eV
E_tot   -2352.9408 hartree
Gap between HOMO and LUMO   0.298 hartree

=====

[6]
A molecular structure, C3H3O3Sc at a distorted geometry. Source: OMol25; level of theory: ωB97M-V/def2-TZVPD.

Cartesian coordinates (Å):
H1 0.34568 0.43096 0.31906
O1 -1.52750 -1.16099 -0.00016
C1 -0.93018 -0.54951 -0.83296
O2 0.03274 0.37132 -0.62497
O3 -1.05886 -0.60914 -2.15198
Sc1 0.21528 1.06558 -2.83686
H2 -1.75494 -1.30079 -2.52056
C2 1.48601 0.68858 2.71744
C3 0.82444 0.68567 3.76699
H3 2.36733 0.37831 2.16400

## Properties
Spin multiplicity   2
ΔE to the lowest compared entry with this formula, charge and spin   114.35 kcal per mole
LUMO level (spin up / spin down)   -5.98 / -4.20 eV
Charge   +1
E_tot   -1102.0379 hartree
Gap between HOMO and LUMO (spin up / spin down)   0.175 / 0.372 hartree

=====

[7]
2 unconnected molecules or ions with the total composition C6H12N2 at a distorted geometry. Source: OMol25; level of theory: ωB97M-V/def2-TZVPD.

Cartesian coordinates (Å):
C1 0.38668 -0.04246 0.03865
C2 0.58091 -1.25641 0.60782
C3 0.45616 1.45064 0.23036
C4 -0.35008 0.75932 -0.84187
C5 0.12196 -2.49282 -0.16725
C6 1.65791 2.20436 -0.21054
N1 -2.51878 -0.73262 0.13281
N2 -2.37284 0.52980 -0.42505
H1 1.01712 -1.49988 1.68890
H2 -0.00208 1.87074 1.20816
H3 -0.33694 0.96391 -1.84009
H4 0.59889 -2.60115 -1.15115
H5 -0.88640 -2.55402 -0.19383
H6 0.36432 -3.34764 0.34328
H7 2.40436 2.25895 0.54703
H8 1.33685 3.17722 -0.56197
H9 2.14776 1.90096 -1.21063
H10 -2.43351 -1.54369 -0.50575
H11 -1.71291 -0.80666 0.77084
H12 -2.24133 1.11152 0.43449

## Properties
ΔE to the lowest compared entry with this formula, charge and spin   139.23 kcal per mole
LUMO level (spin up / spin down)   0.47 / 0.47 eV
E_tot   -345.1060 hartree
Gap between HOMO and LUMO (spin up / spin down)   0.314 / 0.314 hartree

=====

[8]
A molecular structure, C33H25BrClN5O5Zr at a distorted geometry. Source: OMol25; level of theory: ωB97M-V/def2-TZVPD.

Cartesian coordinates (Å):
Zr1 0.02189 -0.04534 -0.42701
Br1 -0.99850 -6.21511 1.01763
C1 -1.07564 -4.32628 1.26828
C2 -2.31398 -2.94355 2.44292
C3 -2.13874 -1.47460 2.33943
C4 -0.97004 -0.97312 1.96237
O1 -0.87275 0.20734 1.28653
C5 0.35070 -1.69565 2.21974
C6 1.46378 -0.72053 2.34632
N1 1.70315 -0.09257 1.26766
C7 2.69805 0.91916 1.18150
C8 3.99990 0.77780 1.54600
C9 4.87026 1.89066 1.46716
C10 4.39871 3.11323 1.08421
C11 3.03520 3.27388 0.72408
C12 2.43243 4.52150 0.44051
C13 1.08751 4.57908 0.20219
C14 0.35445 3.38426 0.13884
N2 0.88235 2.19433 0.33213
C15 2.20449 2.14743 0.70485
C16 0.00041 -3.55814 0.48308
H1 -3.16135 -3.23257 3.05675
H2 -3.02476 -0.85639 2.22959
H3 2.03632 -0.55183 3.25712
H4 4.36623 -0.17914 1.90027
H5 5.90909 1.76978 1.74382
H6 5.05153 3.97740 1.06930
H7 3.03482 5.42303 0.45236
H8 0.58164 5.52185 0.03906
H9 -0.70418 3.41486 -0.09001
H10 0.54690 -4.17172 -0.22569
C17 1.41030 2.45732 -2.68115
C18 -0.07998 2.57799 -2.56887
C19 -0.67773 3.68243 -3.16706
C20 -2.03648 3.86544 -3.08094
C21 -2.79842 2.88292 -2.46384
C22 -2.16916 1.77941 -1.94023
N3 -0.81555 1.65337 -1.92058
C23 -2.94639 0.60595 -1.46371
C24 -4.32197 0.49500 -1.62185
C25 -4.95454 -0.67630 -1.25965
C26 -4.20307 -1.71853 -0.73894
C27 -2.84983 -1.53546 -0.59817
N4 -2.23076 -0.39668 -0.95236
C28 -1.96964 -2.57804 -0.04192
C29 -2.38880 -3.60015 0.96494
C30 -1.02193 -3.77973 2.71743
C31 0.30619 -3.04631 2.87190
C32 0.92298 -2.95171 1.51249
C33 2.40903 -3.08300 1.28875
N5 -0.71374 -2.48001 -0.25075
H11 1.87454 3.43081 -2.52935
H12 1.66039 2.13179 -3.69326
H13 1.85602 1.75413 -1.98728
H14 -0.04877 4.39839 -3.67969
H15 -2.50897 4.74292 -3.50436
H16 -3.87158 2.98313 -2.42034
H17 -4.89851 1.30456 -2.03942
H18 -6.02328 -0.78096 -1.39088
H19 -4.65960 -2.65722 -0.45730
H20 -3.27829 -4.18268 0.74195
H21 -1.16608 -4.52654 3.49081
H22 0.91944 -3.23966 3.74390
H23 2.63961 -4.12235 1.04903
H24 2.97971 -2.81868 2.18216
H25 2.75885 -2.46347 0.46095
O2 1.62759 -2.62954 -2.04526
Cl1 1.45429 -1.29069 -2.47080
O3 2.10396 -0.97521 -3.67296
O4 0.01616 -0.91415 -2.49948
O5 1.92416 -0.37757 -1.34492

## Properties
ΔE to the lowest compared entry with this formula, charge and spin   88.15 kcal per mole
LUMO level   -6.51 eV
Charge   +2
E_tot   -5003.1639 hartree
Gap between HOMO and LUMO   0.271 hartree